# 1
# C38H44Cl3N3O

A 2-piece molecular cluster, C38H44Cl3N3O overall in a non-equilibrium geometry (the ωB97M-V functional and the def2-TZVPD basis, the OMol25 dataset).

Values from the calculation:
E_tot: -84203.3924 eV
Total charge: 0

XYZ file:
```
89
Properties=species:S:1:pos:R:3:lowdin_charge:R:1
C 0.068 5.397 -0.948 -0.052
C 1.196 4.424 -0.609 -0.384
C 2.376 5.154 0.036 -0.056
C 1.622 3.632 -1.845 -0.133
C 2.203 4.308 -2.910 -0.026
C 2.635 3.624 -4.047 -0.033
C 2.503 2.235 -4.114 -0.016
C 1.945 1.522 -3.062 -0.114
C 1.864 -0.002 -3.138 -0.378
C 3.068 -0.656 -3.821 -0.069
C 0.609 -0.456 -3.860 -0.063
C 1.473 2.239 -1.936 -0.079
N 0.925 1.526 -0.778 0.021
N 1.710 1.244 0.282 0.251
N 0.910 0.536 1.109 0.002
C 1.413 -0.072 2.324 -0.090
C 1.447 0.686 3.501 -0.126
C 1.035 2.164 3.509 -0.383
C 2.211 3.051 3.909 -0.055
C -0.199 2.410 4.374 -0.049
C 1.840 0.063 4.685 -0.019
C 2.194 -1.289 4.689 -0.034
C 2.148 -2.026 3.504 -0.015
C 1.755 -1.429 2.308 -0.118
C 1.703 -2.268 1.020 -0.376
C 0.688 -3.404 1.113 -0.042
C 3.094 -2.788 0.663 -0.056
C -0.400 0.521 0.671 -0.189
C -1.460 -0.113 1.457 0.033
C -0.404 1.246 -0.465 -0.223
C -1.435 1.470 -1.475 -0.475
H -0.787 4.859 -1.375 0.081
H -0.266 5.922 -0.045 0.086
H 0.410 6.143 -1.677 0.085
H 0.820 3.695 0.113 0.107
H 3.153 4.439 0.332 0.085
H 2.817 5.889 -0.650 0.081
H 2.032 5.676 0.936 0.082
H 2.348 5.394 -2.832 0.122
H 3.117 4.166 -4.864 0.116
H 2.886 1.693 -4.989 0.123
H 1.821 -0.344 -2.097 0.119
H 4.013 -0.309 -3.392 0.087
H 3.001 -1.741 -3.680 0.088
H 3.054 -0.453 -4.900 0.079
H -0.265 -0.039 -3.350 -0.009
H 0.614 -0.123 -4.908 0.099
H 0.524 -1.550 -3.836 0.102
H 0.772 2.402 2.472 0.109
H 3.048 2.885 3.221 0.086
H 1.925 4.107 3.858 0.082
H 2.544 2.817 4.928 0.082
H -1.043 1.798 4.032 0.069
H 0.005 2.161 5.423 0.086
H -0.494 3.464 4.315 0.087
H 1.862 0.647 5.615 0.123
H 2.514 -1.771 5.616 0.115
H 2.419 -3.090 3.494 0.124
H 1.376 -1.590 0.223 0.114
H -0.319 -3.027 1.330 0.071
H 0.646 -3.946 0.160 0.095
H 0.972 -4.111 1.903 0.086
H 3.791 -1.951 0.545 0.086
H 3.473 -3.449 1.452 0.081
H 3.057 -3.345 -0.279 0.085
H -2.406 0.003 0.920 0.090
H -1.335 -1.188 1.658 0.098
H -1.533 0.371 2.441 0.088
H -2.299 1.983 -1.030 0.099
H -1.089 2.015 -2.358 0.098
Cl -2.027 -0.132 -1.879 0.756
C -5.024 -3.077 -3.046 -0.655
Cl -4.686 -2.421 -4.578 0.642
C -3.911 -3.842 -2.418 -0.462
O -2.808 -3.930 -2.943 -0.065
C -4.198 -4.372 -1.056 -0.104
C -5.336 -3.884 -0.311 -0.204
C -5.550 -4.382 0.998 -0.080
C -4.691 -5.326 1.541 -0.112
C -3.531 -5.734 0.835 -0.113
C -3.271 -5.187 -0.422 -0.054
C -6.221 -2.953 -0.938 -0.683
Cl -7.553 -2.294 -0.093 0.632
C -5.990 -2.497 -2.246 -0.178
H -6.446 -4.078 1.554 0.076
H -4.924 -5.800 2.501 0.092
H -2.863 -6.472 1.241 0.076
H -2.349 -5.423 -0.958 0.107
H -6.535 -1.650 -2.650 0.090
```

***

# 2
# C38H44KN9S3

C38H44KN9S3 as an isolated structure (the ωB97M-V functional and the def2-TZVPD basis, the OMol25 dataset).

Values from the calculation:
Relative energy (zero: lowest compared OMol25 entry of this formula, charge and spin): 42.3 kJ/mol
Total charge: 0

XYZ file:
```
95
Properties=species:S:1:pos:R:3:lowdin_charge:R:1
K -0.398 0.463 0.131 0.564
C -6.066 -4.403 2.540 -0.071
C -4.763 -3.671 2.361 -0.304
C -3.882 -3.454 3.416 -0.065
C -2.698 -2.762 3.261 -0.025
C -2.275 -2.226 2.017 -0.254
N -1.148 -1.504 1.836 -0.004
C -0.203 -1.512 2.830 -0.284
C 0.420 -2.685 3.303 -0.032
C 1.411 -2.667 4.263 -0.075
C 1.866 -1.474 4.817 -0.303
C 2.963 -1.454 5.847 -0.055
C 1.272 -0.302 4.374 0.005
C 0.268 -0.315 3.412 -0.142
N -0.304 0.939 3.033 -0.133
C 0.375 2.087 2.768 -0.126
C -0.558 3.068 2.545 -0.083
C -1.794 2.411 2.710 -0.163
N -1.632 1.131 3.007 0.109
C -3.194 -2.461 0.958 -0.136
C -4.388 -3.144 1.133 -0.004
N -2.920 -2.020 -0.378 -0.099
C -2.942 -2.807 -1.473 -0.068
C -2.834 -1.986 -2.574 -0.081
C -2.761 -0.695 -2.029 -0.183
N -2.818 -0.726 -0.706 0.039
H -6.151 -4.797 3.554 0.067
H -6.157 -5.246 1.852 0.071
H -6.924 -3.749 2.370 0.073
H -4.139 -3.828 4.403 0.105
H -2.069 -2.603 4.128 0.103
H 0.082 -3.627 2.886 0.121
H 1.845 -3.606 4.594 0.111
H 3.021 -2.404 6.377 0.076
H 2.801 -0.668 6.587 0.077
H 3.943 -1.274 5.394 0.056
H 1.561 0.648 4.814 0.121
H 1.451 2.096 2.743 0.113
H -0.378 4.096 2.284 0.095
H -2.792 2.814 2.636 0.103
H -5.039 -3.254 0.272 0.120
H -3.035 -3.875 -1.377 0.128
H -2.826 -2.279 -3.609 0.087
H -2.661 0.257 -2.530 0.091
C 0.665 0.506 -6.134 -0.551
C 1.411 1.524 -5.282 -0.518
S 0.923 1.544 -3.533 0.894
C 2.393 0.902 -2.700 -0.541
C 2.625 -0.603 -2.730 -0.526
S 1.263 -1.560 -2.000 0.828
C 0.593 -2.497 -3.397 -0.541
C -0.070 -1.716 -4.524 -0.543
S 1.107 -1.221 -5.826 0.871
H 0.897 0.676 -7.188 0.067
H -0.414 0.619 -6.025 0.077
H 1.225 2.527 -5.673 0.069
H 2.485 1.343 -5.335 0.076
H 2.287 1.218 -1.662 0.014
H 3.265 1.426 -3.101 0.084
H 3.517 -0.818 -2.140 0.064
H 2.790 -0.960 -3.744 0.037
H -0.154 -3.130 -2.915 0.058
H 1.371 -3.158 -3.786 0.071
H -0.550 -0.823 -4.132 0.035
H -0.827 -2.346 -4.992 0.063
N -2.544 2.774 -1.228 0.130
C -1.880 3.764 -1.932 -0.256
C -2.486 4.494 -2.926 -0.031
C -1.765 5.452 -3.667 -0.084
C -0.445 5.694 -3.416 -0.054
C 0.212 4.957 -2.402 -0.176
C 1.581 5.130 -2.096 -0.011
C 2.160 4.366 -1.126 -0.044
C 1.365 3.414 -0.453 -0.170
N 0.095 3.223 -0.704 0.078
C -0.491 3.988 -1.662 -0.203
H -3.550 2.809 -1.283 0.104
H -2.217 2.620 -0.286 0.057
H -3.535 4.330 -3.141 0.109
H -2.279 6.008 -4.441 0.103
H 0.107 6.436 -3.979 0.108
H 2.156 5.868 -2.643 0.118
H 3.206 4.472 -0.871 0.106
H 1.809 2.783 0.312 0.081
C 5.266 -0.285 2.664 -0.040
N 4.064 -0.976 2.220 -0.188
C 4.081 -2.435 2.169 -0.030
C 3.259 -0.345 1.387 -0.263
N 2.553 0.208 0.655 0.188
H 5.590 -0.721 3.608 0.081
H 5.040 0.766 2.828 0.094
H 6.078 -0.371 1.935 0.091
H 4.354 -2.809 3.156 0.088
H 4.797 -2.802 1.426 0.093
H 3.083 -2.794 1.930 0.090
```

***

# 3
# C38H44N3O2

A 2-piece molecular cluster, C38H44N3O2 overall in a non-equilibrium geometry (the ωB97M-V functional and the def2-TZVPD basis, the OMol25 dataset).

Values from the calculation:
Relative energy (zero: lowest compared OMol25 entry of this formula, charge and spin): 81.5 kJ/mol
Total charge: +1

XYZ file:
```
87
Properties=species:S:1:pos:R:3:lowdin_charge:R:1
C 2.294 3.803 1.386 -0.209
C 1.548 4.719 0.429 -0.194
C 0.171 4.194 -0.006 -0.135
C -0.496 3.240 0.958 -0.236
N -1.753 2.824 0.606 -0.079
C -2.317 3.285 -0.659 -0.146
C -3.813 3.008 -0.767 -0.181
O -4.170 1.702 -0.313 -0.138
C -3.826 1.540 1.061 -0.187
C -2.329 1.686 1.316 -0.137
C 0.088 2.874 2.153 -0.068
C 1.407 3.399 2.576 -0.227
H 2.604 2.898 0.854 0.112
H 3.193 4.308 1.745 0.106
H 1.385 5.685 0.919 0.114
H 2.150 4.907 -0.467 0.111
H -0.457 5.083 -0.181 0.115
H 0.288 3.724 -0.997 0.122
H -2.202 4.377 -0.751 0.120
H -1.825 2.805 -1.526 0.129
H -4.346 3.802 -0.201 0.131
H -4.117 3.022 -1.823 0.131
H -4.348 2.272 1.712 0.131
H -4.152 0.515 1.292 0.125
H -1.845 0.739 1.015 0.086
H -2.196 1.821 2.397 0.113
H -0.441 2.259 2.883 0.079
H 1.909 2.626 3.171 0.099
H 1.287 4.282 3.226 0.113
C -2.600 -6.798 0.624 0.005
N -1.212 -6.429 0.747 -0.038
C -0.352 -6.442 -0.322 -0.397
O -0.611 -6.874 -1.441 0.092
C 0.958 -5.832 0.143 -0.156
C 1.344 -4.597 -0.665 -0.073
C 0.285 -3.528 -0.574 -0.226
C -0.810 -3.564 -1.442 -0.031
C -1.828 -2.622 -1.332 -0.053
C -1.764 -1.620 -0.353 -0.059
C -0.659 -1.574 0.509 -0.068
C 0.382 -2.491 0.357 -0.048
N 0.709 -5.574 1.558 0.061
C 1.540 -4.856 2.326 0.021
C 1.186 -4.460 3.612 -0.054
C 1.423 -3.212 4.167 0.036
C 1.169 -2.932 5.560 -0.217
C 1.073 -1.598 6.035 -0.014
C 0.699 -1.335 7.352 -0.058
C 0.448 -2.388 8.243 -0.049
C 0.597 -3.714 7.815 -0.057
C 0.956 -3.984 6.494 -0.018
C -0.672 -5.907 1.984 -0.228
C -0.745 -6.870 3.128 -0.054
C -0.195 -8.099 3.057 -0.014
C -0.179 -9.054 4.153 -0.223
C 0.354 -10.346 3.949 -0.032
C 0.367 -11.288 4.974 -0.066
C -0.150 -10.955 6.238 -0.064
C -0.677 -9.675 6.457 -0.069
C -0.691 -8.728 5.429 -0.030
H -2.760 -7.175 -0.390 0.102
H -2.852 -7.577 1.353 0.098
H -3.246 -5.926 0.808 0.105
H 1.739 -6.600 0.056 0.177
H 2.309 -4.228 -0.303 0.119
H 1.455 -4.937 -1.705 0.144
H -0.856 -4.343 -2.206 0.122
H -2.677 -2.668 -2.014 0.114
H -2.566 -0.885 -0.284 0.095
H -0.592 -0.821 1.299 0.093
H 1.276 -2.411 0.979 0.101
H 2.496 -4.583 1.867 0.162
H 0.673 -5.218 4.208 0.099
H 1.798 -2.410 3.527 0.128
H 1.247 -0.786 5.329 0.117
H 0.574 -0.304 7.685 0.114
H 0.148 -2.186 9.268 0.114
H 0.425 -4.548 8.496 0.113
H 1.067 -5.018 6.163 0.108
H -1.211 -4.988 2.275 0.173
H -1.297 -6.512 3.999 0.113
H 0.256 -8.445 2.125 0.130
H 0.762 -10.590 2.965 0.115
H 0.782 -12.279 4.802 0.110
H -0.140 -11.686 7.045 0.109
H -1.075 -9.408 7.435 0.107
H -1.091 -7.728 5.601 0.099
```

***

# 4
# C38H44N5O3Ti

C38H44N5O3Ti as an isolated structure (the ωB97M-V functional and the def2-TZVPD basis, the OMol25 dataset).

Values from the calculation:
Relative energy (zero: lowest compared OMol25 entry of this formula, charge and spin): 0.0 kJ/mol
Total charge: +1

XYZ file:
```
91
Properties=species:S:1:pos:R:3:lowdin_charge:R:1
Ti -0.436 0.033 0.549 1.132
O -0.512 -3.913 -3.282 0.066
C 0.754 -3.460 -3.265 -0.277
C 1.703 -4.174 -3.996 -0.006
C 3.017 -3.756 -4.026 -0.061
C 3.423 -2.618 -3.328 -0.077
C 2.496 -1.917 -2.589 -0.027
C 1.157 -2.326 -2.538 -0.096
C 0.231 -1.608 -1.665 -0.423
O 0.704 -0.716 -0.834 -0.156
N -1.044 -1.869 -1.681 0.072
N -1.683 -1.147 -0.670 -0.046
C -2.959 -1.352 -0.589 -0.002
C -3.813 -0.877 0.449 -0.137
C -5.185 -1.186 0.417 -0.021
C -6.007 -0.821 1.453 -0.068
C -5.461 -0.148 2.554 -0.045
C -4.120 0.163 2.611 0.008
C -3.280 -0.186 1.552 -0.289
O -2.000 0.139 1.578 -0.163
H -1.083 -3.261 -2.824 0.070
H 1.373 -5.046 -4.545 0.126
H 3.738 -4.316 -4.608 0.113
H 4.452 -2.291 -3.366 0.107
H 2.784 -1.039 -2.028 0.120
H -3.396 -1.983 -1.361 0.147
H -5.581 -1.719 -0.439 0.121
H -7.062 -1.053 1.426 0.110
H -6.105 0.135 3.377 0.115
H -3.697 0.686 3.459 0.122
C -1.328 1.457 -4.637 -0.037
C -1.219 2.307 -3.399 -0.252
C -1.546 3.656 -3.412 -0.001
C -1.421 4.429 -2.263 -0.251
C -1.757 5.897 -2.279 -0.040
C -0.978 3.839 -1.087 0.008
C -0.639 2.486 -1.043 -0.216
C -0.762 1.739 -2.217 0.009
N -0.207 1.819 0.131 -0.054
C 0.442 2.482 1.277 -0.426
C 1.072 1.348 2.128 -0.128
C 1.765 1.920 3.378 -0.264
C 0.746 2.682 4.226 -0.106
C 0.145 3.815 3.394 -0.274
C 1.253 4.764 2.925 -0.105
C 2.278 3.991 2.087 -0.274
C 2.880 2.864 2.928 -0.109
C 1.593 3.402 0.849 -0.063
C -0.568 3.221 2.175 -0.064
H -1.710 2.032 -5.478 0.078
H -1.995 0.610 -4.471 0.082
H -0.353 1.054 -4.916 0.086
H -1.896 4.113 -4.329 0.119
H -2.207 6.189 -3.226 0.077
H -0.859 6.500 -2.135 0.087
H -2.453 6.149 -1.478 0.084
H -0.913 4.457 -0.204 0.099
H -0.463 0.703 -2.228 0.086
H 1.825 0.811 1.529 0.132
H 0.333 0.617 2.507 0.086
H 2.181 1.088 3.951 0.146
H 1.241 3.082 5.114 0.128
H -0.044 2.008 4.571 0.125
H -0.582 4.367 3.994 0.145
H 1.746 5.218 3.788 0.125
H 0.824 5.578 2.334 0.125
H 3.070 4.668 1.761 0.145
H 3.382 3.278 3.806 0.127
H 3.632 2.318 2.351 0.125
H 2.303 2.822 0.251 0.139
H 1.221 4.204 0.214 0.117
H -1.072 4.012 1.622 0.112
H -1.338 2.510 2.487 0.120
N 0.268 -1.698 1.696 0.159
C 0.597 -2.802 1.550 -0.178
N 0.933 -4.035 1.355 -0.068
C 0.208 -4.842 0.347 -0.091
C 1.209 -5.658 -0.482 -0.147
C 2.577 -4.983 -0.488 -0.184
C 3.176 -5.000 0.920 -0.149
C 2.128 -4.623 1.985 -0.098
H -0.349 -4.151 -0.286 0.110
H -0.507 -5.485 0.864 0.130
H 0.816 -5.756 -1.494 0.107
H 1.302 -6.667 -0.072 0.120
H 2.478 -3.957 -0.854 0.095
H 3.247 -5.493 -1.178 0.121
H 4.032 -4.328 0.976 0.113
H 3.542 -6.004 1.140 0.115
H 2.513 -3.901 2.702 0.128
H 1.798 -5.497 2.547 0.130
```

***

# 5
# C38H45AgN6Sb

C38H45AgN6Sb as an isolated structure (the ωB97M-V functional and the def2-TZVPD basis, the OMol25 dataset).

Values from the calculation:
E_tot: -59608.0810 eV
Total charge: +1

XYZ file:
```
91
Properties=species:S:1:pos:R:3:lowdin_charge:R:1
Ag 0.447 0.014 -0.098 0.626
C -2.274 -4.180 2.778 -0.042
N -2.137 -2.793 2.347 -0.142
C -3.312 -1.987 2.596 -0.031
C -1.132 -2.377 1.524 -0.394
N -1.240 -1.449 0.618 0.071
C -2.489 -1.263 -0.030 -0.235
C -3.143 -2.397 -0.451 -0.046
C -4.381 -2.353 -1.114 -0.066
C -4.948 -1.149 -1.390 -0.039
C -4.284 0.054 -1.045 -0.153
C -4.883 1.276 -1.437 -0.040
C -4.258 2.460 -1.200 -0.066
C -3.025 2.464 -0.529 -0.043
C -2.430 1.313 -0.067 -0.239
N -1.187 1.457 0.605 0.047
C -1.062 2.409 1.495 -0.397
N -2.055 2.820 2.335 -0.143
C -2.213 4.217 2.718 -0.041
C -3.213 1.994 2.603 -0.030
N 0.131 3.060 1.657 -0.151
C 1.083 3.140 0.570 -0.081
C 0.705 3.269 2.982 -0.030
C -3.034 0.034 -0.350 -0.041
N 0.071 -3.027 1.703 -0.146
C 0.659 -3.046 3.043 -0.031
C 1.045 -2.959 0.635 -0.091
H -3.189 -4.603 2.353 0.096
H -2.348 -4.240 3.866 0.093
H -1.429 -4.771 2.441 0.090
H -4.152 -2.273 1.956 0.099
H -3.084 -0.946 2.416 0.063
H -3.605 -2.110 3.640 0.100
H -2.675 -3.357 -0.265 0.121
H -4.866 -3.276 -1.407 0.110
H -5.900 -1.085 -1.902 0.115
H -5.835 1.242 -1.954 0.115
H -4.693 3.394 -1.532 0.110
H -2.513 3.406 -0.365 0.120
H -1.427 4.823 2.279 0.091
H -2.190 4.333 3.803 0.093
H -3.178 4.583 2.355 0.096
H -2.949 0.956 2.460 0.063
H -4.054 2.237 1.947 0.099
H -3.516 2.143 3.640 0.101
H 0.578 2.998 -0.382 0.082
H 1.872 2.390 0.672 0.012
H 1.554 4.126 0.579 0.099
H -0.051 3.132 3.748 0.085
H 1.112 4.279 3.068 0.097
H 1.515 2.554 3.158 0.084
H -0.102 -3.201 3.800 0.079
H 1.174 -2.102 3.260 0.085
H 1.380 -3.860 3.108 0.097
H 0.573 -3.138 -0.327 0.094
H 1.810 -3.719 0.802 0.102
H 1.559 -1.992 0.592 0.002
C 7.345 2.261 -2.390 -0.072
C 7.272 0.876 -2.334 -0.069
C 6.100 0.250 -1.927 -0.110
C 4.999 1.018 -1.566 -0.381
C 5.065 2.409 -1.648 -0.152
C 6.240 3.029 -2.051 -0.077
Sb 3.222 0.104 -0.831 1.498
C 3.698 -1.947 -1.120 -0.426
C 4.702 -2.606 -0.409 -0.141
C 4.942 -3.958 -0.625 -0.071
C 4.189 -4.659 -1.559 -0.074
C 3.199 -4.008 -2.282 -0.078
C 2.952 -2.658 -2.061 -0.158
C 3.746 0.297 1.246 -0.379
C 4.168 1.541 1.715 -0.151
C 4.480 1.727 3.055 -0.083
C 4.366 0.670 3.950 -0.078
C 3.945 -0.572 3.496 -0.080
C 3.638 -0.757 2.153 -0.148
H 8.260 2.742 -2.712 0.109
H 8.129 0.274 -2.612 0.110
H 6.057 -0.832 -1.900 0.088
H 4.201 3.021 -1.411 0.091
H 6.287 4.109 -2.109 0.108
H 5.309 -2.067 0.309 0.104
H 5.725 -4.460 -0.070 0.110
H 4.377 -5.712 -1.725 0.108
H 2.620 -4.549 -3.020 0.109
H 2.169 -2.163 -2.626 0.092
H 4.288 2.375 1.033 0.086
H 4.821 2.695 3.401 0.110
H 4.615 0.812 4.994 0.108
H 3.866 -1.402 4.187 0.107
H 3.329 -1.738 1.815 0.071
```